(1)
Entry from the OMol25 dataset: a molecular structure, C53H53AsNO3P2S4SbSn (ωB97M-V/def2-TZVPD).

```
119
Properties=species:S:1:pos:R:3
Sn -1.69484 0.38583 -0.19314
S -2.73763 3.92314 -4.19368
Sb -4.52356 2.19604 -4.70083
S -3.81218 1.56371 -2.31370
S -2.11774 2.74242 -2.57492
S -3.60162 0.65880 -6.08716
O -0.79912 -0.13658 1.69448
O -1.58494 -1.31430 2.03705
O -2.35868 3.82852 1.28535
H -2.67803 3.47496 0.44390
H -1.89488 3.08623 1.69132
C -0.13769 -4.11930 1.90396
N 0.86022 -3.78517 0.89396
C 2.16944 -3.67050 1.49720
C 0.50712 -2.53213 0.20835
C -0.57654 -2.68601 -0.84201
C -0.68106 -3.91957 -1.48871
C -1.60269 -4.12944 -2.50575
C -2.41103 -3.08000 -2.91474
C -2.31342 -1.85374 -2.26911
C -1.42624 -1.62042 -1.21000
H 0.12574 -5.07131 2.37513
H -1.11524 -4.22239 1.43225
H -0.23180 -3.33751 2.67087
H 2.42389 -4.59964 2.01303
H 2.23082 -2.84457 2.23360
H 2.91883 -3.49609 0.71976
H 1.40715 -2.18119 -0.30223
H 0.22335 -1.75336 0.92646
H -0.03323 -4.72647 -1.16629
H -1.68088 -5.10179 -2.98073
H -3.11866 -3.20684 -3.72625
H -2.94329 -1.04183 -2.62097
C -7.74881 -0.20192 0.11288
C -6.70026 -0.51986 -0.73995
C -5.42121 -0.69407 -0.22455
C -5.14618 -0.55843 1.13651
C -6.22177 -0.27019 1.97859
C -7.50534 -0.08512 1.47679
P -3.26288 -0.83704 1.62979
C -3.38184 0.20554 3.14766
C -3.89579 1.49707 3.05601
C -3.86509 2.35767 4.14601
C -3.34090 1.92789 5.35631
C -2.82265 0.64207 5.46107
C -2.82464 -0.20358 4.35976
C -3.67841 -2.60628 1.97449
C -3.39445 -3.56109 0.99457
C -3.66350 -4.90521 1.21773
C -4.20975 -5.31887 2.42577
C -4.51747 -4.37428 3.39655
C -4.26386 -3.02692 3.16802
H -8.74679 -0.04070 -0.27794
H -6.87684 -0.61493 -1.80603
H -4.60185 -0.93104 -0.89930
H -6.05876 -0.17366 3.04780
H -8.31926 0.16305 2.15029
H -4.31594 1.83235 2.11667
H -4.23888 3.36940 4.04247
H -3.32135 2.59501 6.21119
H -2.39186 0.30324 6.39722
H -2.35672 -1.17764 4.41435
H -2.94851 -3.24453 0.05759
H -3.43725 -5.63358 0.44602
H -4.38617 -6.37115 2.61758
H -4.95381 -4.68729 4.33888
H -4.52551 -2.29554 3.92304
C 3.26971 0.88115 -0.99256
C 3.79440 -0.34287 -1.73641
As 5.76360 -0.50536 -1.85284
C 6.23829 -0.32942 0.03421
C 5.37450 -0.74916 1.04332
C 5.75947 -0.69521 2.37657
C 7.02033 -0.22645 2.71953
C 7.90227 0.16635 1.72050
C 7.51548 0.10449 0.38878
C 6.00921 1.33880 -2.48219
C 6.34062 2.43688 -1.69492
C 6.30560 3.72092 -2.22699
C 5.92545 3.92304 -3.54620
C 5.60582 2.83273 -4.34457
C 5.66101 1.55124 -3.81623
P 1.38765 0.95127 -1.02899
C 1.24667 1.46651 -2.77553
C 0.56579 0.57312 -3.60385
C 0.35417 0.86966 -4.94419
C 0.82691 2.06550 -5.46471
C 1.53926 2.94251 -4.65707
C 1.75354 2.64641 -3.31810
C 1.24495 2.43975 0.03481
C 0.84113 3.71542 -0.34503
C 0.74346 4.72820 0.60117
C 1.03392 4.47922 1.93237
C 1.39721 3.19691 2.32995
C 1.49503 2.18439 1.38878
H 3.63370 1.79280 -1.46415
H 3.58429 0.89423 0.05003
H 3.44620 -0.31543 -2.77108
H 3.40259 -1.26331 -1.30209
H 4.38691 -1.12042 0.79480
H 5.06758 -1.01627 3.14614
H 7.31631 -0.17050 3.76019
H 8.89354 0.51928 1.98018
H 8.21420 0.39846 -0.38723
H 6.59570 2.30101 -0.65206
H 6.55205 4.56822 -1.59817
H 5.86321 4.92753 -3.94755
H 5.29680 2.97975 -5.37214
H 5.40046 0.70212 -4.43999
H 0.15698 -0.33651 -3.17477
H -0.22367 0.19403 -5.56108
H 0.61460 2.32548 -6.49470
H 1.90612 3.87744 -5.06786
H 2.31215 3.33883 -2.69762
H 0.57038 3.91873 -1.37290
H 0.41239 5.71408 0.29661
H 0.94419 5.27082 2.66725
H 1.57767 2.97718 3.37615
H 1.71293 1.16660 1.70211
```

As for the energy above the lowest of the compared OMol25 structures with the same formula, charge and spin: 0.0000 eV. Its total energy is -198580.4187 eV. As for the total charge: -2. The calculation puts the HOMO-LUMO gap at 5.49 eV.

=====

(2)
Entry from the OMol25 dataset: a single C5H6O molecule at a distorted geometry (ωB97M-V/def2-TZVPD).

```
12
Properties=species:S:1:pos:R:3
C 0.86341 -1.62438 -0.60517
C 1.06296 -0.16795 -0.80383
C 0.28468 0.81063 -0.22698
C -0.99839 0.90828 0.20669
C -1.96903 1.36623 1.11324
O -2.51969 0.63071 1.93958
H 1.04204 -1.86791 0.45559
H -0.17736 -1.89479 -0.82003
H 1.57328 -2.18901 -1.20811
H 2.02383 0.18834 -1.17133
H 1.10387 1.41605 0.19362
H -2.28959 2.42378 0.92673
```

As for the energy above the lowest of the compared OMol25 structures with the same formula, charge and spin: 4.5583 eV. Its total energy is -7324.7262 eV. As for the total charge: 0. The calculation puts the HOMO-LUMO gap (spin up / spin down) at 6.84 / 7.49 eV.

=====

(3)
Entry from the OMol25 dataset: a single C4H3I2NO molecule at a distorted geometry (ωB97M-V/def2-TZVPD).

```
11
Properties=species:S:1:pos:R:3
C -2.03086 -0.41763 -0.82763
C -0.63296 1.63536 1.35248
C 0.21581 -0.11733 0.02183
C 1.25169 -1.11282 -0.17557
N -0.83567 -0.27877 -0.66223
O 0.36039 0.95170 0.82098
I -3.06771 0.14966 -2.49125
I 0.10359 3.32792 2.39278
H 0.93673 -1.76623 -0.93946
H 2.31778 -0.70135 -0.29011
H 1.38120 -1.67051 0.79819
```

As for the energy above the lowest of the compared OMol25 structures with the same formula, charge and spin: 1.4361 eV. Its total energy is -23929.6943 eV. As for the total charge: 0. The calculation puts the HOMO-LUMO gap (spin up / spin down) at 7.02 / 7.02 eV.

=====

(4)
Entry from the OMol25 dataset: 2 unconnected molecules or ions with the total composition CH4NO3 at a distorted geometry (ωB97M-V/def2-TZVPD).

```
9
Properties=species:S:1:pos:R:3
C -1.28556 0.24813 0.48017
N -0.76491 0.33128 -0.68596
O 0.30986 1.09710 -0.91146
O 2.98600 -0.05059 0.05486
O 1.79771 -0.11142 0.78516
H -2.21199 -0.38777 0.54721
H -0.80900 0.71844 1.30074
H 1.23045 0.55602 0.01547
H 3.52734 0.35650 0.75166
```

As for the energy above the lowest of the compared OMol25 structures with the same formula, charge and spin: 6.7783 eV. Its total energy is -8730.1645 eV. As for the total charge: -1. The calculation puts the HOMO-LUMO gap at 7.60 eV.

=====

(5)
Entry from the OMol25 dataset: a molecular structure, C17H44BrFGaNO14P3 at a distorted geometry (ωB97M-V/def2-TZVPD).

```
82
Properties=species:S:1:pos:R:3
N 3.62809 -2.00314 1.93865
Ga 2.84636 -2.42616 0.18471
C 3.05106 -4.46608 -0.06338
C 3.99454 -4.86972 -1.21722
F 3.71106 -6.21897 -1.60987
C 0.91316 -1.74324 0.21349
C 0.01502 -2.20542 -0.96870
C -0.53082 -3.64567 -0.80671
Br -0.73426 -4.44749 -2.60491
C 4.07614 -1.50264 -1.19317
C 3.65596 -0.04352 -1.56846
C 2.40446 -0.04288 -2.43365
O 1.45849 0.62208 -2.17688
O 2.41794 -0.88426 -3.49819
H 3.02861 -2.41659 2.65457
H 4.49161 -2.54856 1.96956
H 3.51759 -4.88432 0.85066
H 2.11240 -5.02606 -0.21675
H 5.01891 -4.84136 -0.81709
H 3.85565 -4.26625 -2.12216
H 0.97499 -0.63929 0.13362
H 0.41242 -1.99182 1.17086
H 0.48463 -2.07954 -1.95234
H -0.87729 -1.54080 -0.97112
H -1.54772 -3.60598 -0.38820
H 0.05575 -4.27696 -0.13102
H 4.20796 -2.05426 -2.13739
H 5.06772 -1.43009 -0.70282
H 3.56585 0.61848 -0.69974
H 4.45852 0.38141 -2.21231
H 1.47603 -0.98679 -3.72087
C -0.69654 -5.18702 6.23432
O -0.86756 -3.85716 5.73240
P -1.13574 -3.74624 4.06014
O 0.29582 -3.87700 3.65425
O -1.59645 -2.18625 4.22403
C -2.65547 -1.88091 5.13950
O -1.73529 -3.82716 2.48791
C -3.15294 -3.68056 2.30183
H -0.52205 -5.12507 7.30715
H -1.59584 -5.78045 6.05897
H 0.16197 -5.66590 5.76008
H -2.23274 -1.49815 6.06865
H -3.26926 -2.75673 5.35894
H -3.28846 -1.11295 4.69400
H -3.41287 -2.62082 2.25468
H -3.71306 -4.16047 3.10628
H -3.42535 -4.15114 1.35859
C -2.15926 3.67537 4.08430
O -2.50105 2.44672 3.43246
P -3.11229 2.60684 1.86340
O -4.52312 2.95711 2.21075
O -2.91916 1.00997 1.60019
C -1.62996 0.41095 1.85067
O -3.21779 2.92186 0.22117
C -2.04312 2.64626 -0.56168
H -1.79173 3.43965 5.08152
H -1.37186 4.19314 3.53441
H -3.03696 4.31921 4.16993
H -1.65214 -0.09755 2.81330
H -0.83216 1.15441 1.85253
H -1.42439 -0.31912 1.06865
H -2.02311 1.59008 -0.83582
H -1.13732 2.90050 -0.01135
H -2.07951 3.24411 -1.47083
C 0.21579 3.34193 -3.68308
O -0.18964 4.71536 -3.51831
P 0.76354 5.85391 -4.31442
O 1.87947 5.95367 -3.33191
O -0.37596 7.00364 -4.06443
C -1.72549 6.73263 -4.45707
O 1.48979 6.74740 -5.54067
C 0.72541 6.98386 -6.73214
H -0.46229 2.70862 -3.11684
H 0.16194 3.06499 -4.73696
H 1.22857 3.19550 -3.30857
H -2.30832 6.44700 -3.58131
H -1.78140 5.93487 -5.19982
H -2.15086 7.64001 -4.88628
H 0.08214 7.85512 -6.59260
H 0.11672 6.11720 -6.99503
H 1.41648 7.18467 -7.54901
```

Its total energy is -201499.0803 eV. As for the total charge: -1. The calculation puts the HOMO-LUMO gap at 4.48 eV.